[1]
83
Properties=species:S:1:pos:R:3:forces:R:3:mulliken_charge:R:1 method="wB97M-V/def2-TZVPD" multiplicity=1 lumo_ev=-7.098 e_tot_ha=-7741.2814 total_charge=+1 homo_lumo_gap_ev=3.23
C 1.829643 2.818989 2.698846 -0.2 0.0 -0.2 -1.00
C 1.468499 3.344990 1.297058 1.1 0.7 0.8 -0.21
O 0.057357 3.200894 0.980307 0.4 -0.5 0.2 -0.19
C -0.310050 1.908021 0.798525 -0.3 0.8 -1.3 0.03
C -1.535582 1.895726 -0.184377 -0.6 -1.0 1.2 -3.43
C -2.819877 2.174194 0.638773 -0.4 1.6 -0.5 0.94
C -3.439865 1.014887 1.113225 -0.8 -1.5 2.2 0.88
C -4.687652 1.023873 1.962920 1.6 0.6 -1.0 0.08
N -5.401482 -0.013661 2.484880 0.9 1.8 -1.3 -0.39
S -6.612527 0.737876 3.281178 0.1 -0.1 -0.1 0.31
N -6.253105 2.258074 3.024202 0.1 -0.1 0.0 -0.54
C -5.142749 2.341255 2.251156 -0.4 -1.1 0.4 1.07
C -4.520086 3.536415 1.783135 0.2 0.7 -0.6 -0.12
C -5.138913 4.867193 2.223586 -0.8 -1.3 1.4 -1.10
O -4.236629 5.573420 3.071193 0.4 1.2 -1.2 -0.16
O -3.589586 4.658023 3.913762 -0.2 -1.3 0.9 -0.34
C -3.380947 3.512676 0.963687 -0.8 -1.4 -0.6 0.38
P -2.518834 5.025488 0.289182 2.1 0.6 0.0 0.54
C -2.683298 4.919179 -1.588339 -1.0 -0.9 0.8 -0.86
O -3.319977 6.414360 0.636279 -0.6 -0.8 -0.5 -0.47
H 2.923096 2.730493 2.778903 -0.4 -0.1 -0.1 0.40
H 1.505737 3.507590 3.495188 0.0 -0.3 -0.4 0.31
H 1.389207 1.825085 2.890802 0.3 0.3 0.0 0.24
H 2.092930 2.908449 0.497705 -0.5 -0.2 0.3 0.37
H 1.686142 4.423618 1.294718 -0.4 -0.3 -0.2 0.37
H -0.674183 1.467384 1.840161 0.0 -0.2 0.0 0.12
H 0.511375 1.252867 0.461503 -0.3 0.0 0.3 0.45
H -1.654605 0.836974 -0.601286 0.3 1.2 0.6 1.08
H -1.396809 2.570534 -1.049779 0.1 0.3 4.1 1.16
H -2.971512 0.012489 0.860197 0.4 1.9 -0.9 -0.97
H -6.016266 4.617375 2.850457 0.2 0.0 -0.4 0.46
H -5.514026 5.490189 1.403458 0.7 0.1 0.2 0.39
H -2.633440 4.801117 3.824308 -0.3 0.6 -0.4 0.34
H -3.132096 3.917674 -1.772924 0.2 0.6 -0.4 0.11
H -3.408492 5.671553 -1.929506 0.2 -0.2 0.0 0.41
H -1.714538 5.068707 -2.083299 -0.2 0.0 0.3 0.32
H -2.682999 7.140494 0.695037 -0.1 -0.1 0.3 0.39
C 0.793288 -1.636222 1.168739 0.6 0.1 0.8 -0.54
C 1.020390 -2.467636 -0.064833 0.7 -0.5 0.0 0.68
O -0.319457 -2.856681 -0.417160 0.0 1.5 -0.8 -0.19
C -1.115905 -1.914564 0.005691 -0.2 -2.9 1.1 0.36
O -2.274559 -1.773651 -0.353711 -1.3 2.2 0.0 -0.73
O -0.513234 -1.064208 0.890842 -0.6 0.5 -0.3 0.22
F 1.736443 -3.564959 0.214162 -0.2 0.0 0.0 -0.32
H 0.737779 -2.234984 2.078717 -0.2 -0.2 -0.2 0.29
H 1.552349 -0.864411 1.294769 -0.2 0.2 -0.2 0.37
H 1.477375 -1.933232 -0.898239 0.0 -0.1 -0.1 -0.06
Be -1.964156 0.540334 2.349909 -0.5 -2.3 1.2 0.29
F -2.004301 -3.715262 1.176591 -0.6 1.6 0.6 -0.77
Br -2.741225 -1.429730 3.739881 0.9 2.5 -2.2 -0.30
K -1.431091 2.126365 -2.742031 0.6 -0.9 -4.6 1.16
C 4.628335 -0.215179 -3.212914 1.1 -0.2 -0.5 0.41
F 5.436615 0.818239 -2.927739 -0.4 0.1 0.2 -0.23
F 4.498595 -0.245749 -4.544899 -0.5 0.1 0.2 -0.22
F 5.269352 -1.325630 -2.854936 -0.5 0.4 0.3 -0.16
S 3.002649 -0.067010 -2.368607 -0.6 -0.2 0.5 1.41
O 2.434125 1.175460 -2.855483 -0.3 0.6 -0.2 -0.73
O 3.307135 -0.040955 -0.945615 0.0 0.0 0.1 -0.67
O 2.254438 -1.240595 -2.777032 0.1 -0.1 -0.1 -0.79
C -5.885487 -4.013440 0.899867 0.3 -2.3 0.2 0.50
F -5.730907 -2.634526 0.616128 1.1 1.7 -0.1 -0.55
F -5.548556 -4.659463 -0.204262 -0.2 0.5 -0.1 -0.19
F -4.950775 -4.304426 1.802071 -0.2 0.7 0.1 -0.19
S -7.606154 -4.361708 1.480350 -1.3 0.0 0.4 1.10
O -8.407679 -3.937724 0.359928 0.4 0.3 -0.2 -0.63
O -7.698994 -3.519942 2.658303 0.5 0.3 -0.1 -0.65
O -7.580596 -5.771707 1.727753 0.5 0.0 0.0 -0.60
Mg -3.958841 -1.415829 1.073101 -0.5 -4.7 0.6 1.35
C 6.401550 -5.968289 -3.774179 0.0 0.0 0.0 -1.24
C 6.954052 -4.685452 -3.180746 -0.5 -0.2 0.0 -0.13
O 6.040349 -3.606732 -3.372265 0.4 -0.2 -0.1 -0.38
H 6.209302 -5.842388 -4.840686 0.1 0.0 0.0 0.29
H 7.099710 -6.795957 -3.637515 0.0 0.0 0.0 0.36
H 5.449991 -6.232550 -3.305481 0.1 -0.1 0.1 0.35
H 7.891268 -4.414622 -3.664570 0.0 0.1 0.1 0.28
H 7.140849 -4.802126 -2.108016 0.2 -0.1 0.0 0.23
H 5.215581 -3.842014 -2.935234 0.0 0.0 0.0 0.25
C 9.219675 -2.287229 -1.959351 0.3 0.0 -0.3 -0.58
O 10.135945 -3.351527 -2.201394 -0.1 -0.1 0.1 -0.52
H 8.447053 -2.641112 -1.281197 0.0 -0.1 0.0 0.17
H 9.737816 -1.439599 -1.502433 -0.1 0.1 0.0 0.35
H 8.756890 -1.975031 -2.898762 -0.2 0.1 0.1 0.27
H 10.809163 -3.020807 -2.802331 0.0 -0.1 0.0 0.30



[2]
41
Properties=species:S:1:pos:R:3:forces:R:3:nbo_charge:R:1 method="wB97M-V/def2-TZVPD" multiplicity=1 lumo_ev=0.169 smiles="O=C(Nc1ccc(Br)cc1)c1ccc(F)c(S(=O)(=O)NCc2cccs2)c1" e_tot_ha=-4499.8193 total_charge=0 homo_lumo_gap_ev=8.85
O 1.166524 -1.114601 0.757462 0.2 0.0 0.2 -0.60
C 0.046592 -1.214328 0.309301 -0.4 0.2 -0.2 0.66
N -0.620576 -2.391000 0.122880 -0.4 0.0 -0.2 -0.62
C -0.181481 -3.691590 0.380958 0.2 -0.4 0.1 0.23
C 1.116354 -3.982918 0.794943 0.0 0.2 0.0 -0.26
C 1.491285 -5.293104 1.023806 -0.2 -0.3 0.0 -0.21
C 0.574071 -6.313413 0.839431 0.1 -0.2 0.0 -0.09
C -0.720191 -6.041394 0.427713 0.1 -0.1 0.0 -0.22
C -1.092860 -4.732135 0.199895 0.1 0.1 0.0 -0.26
H -2.101933 -4.514735 -0.120641 -0.1 0.0 0.0 0.21
H -1.427729 -6.843657 0.287351 0.0 -0.1 0.0 0.23
Br 1.094214 -8.117794 1.153628 -0.1 0.2 0.0 0.05
H 2.496138 -5.518549 1.345171 0.1 0.0 0.0 0.23
H 1.823863 -3.184346 0.939929 0.0 0.0 0.0 0.26
H -1.582367 -2.325796 -0.181211 0.2 0.1 0.1 0.40
C -0.748769 -0.010959 -0.095158 0.0 0.3 0.0 -0.09
C -0.588829 1.152285 0.652109 0.0 -0.4 -0.1 -0.14
C -1.244816 2.312016 0.295903 0.0 0.6 0.3 -0.40
C -2.085378 2.301888 -0.803440 -0.1 -0.2 -0.2 0.44
C -2.245510 1.158943 -1.573320 0.0 0.2 0.2 -0.28
C -1.571776 0.005449 -1.218805 0.1 0.1 0.2 -0.18
H -1.669266 -0.871089 -1.842795 0.0 -0.1 -0.1 0.22
H -2.888601 1.191477 -2.438498 -0.1 0.1 -0.1 0.24
F -2.754075 3.403294 -1.152284 0.0 0.0 0.0 -0.30
S -1.029429 3.789895 1.300953 0.1 -0.4 0.4 2.32
O -1.120798 4.961896 0.486477 0.1 -0.1 -0.2 -0.93
O -1.891515 3.660999 2.435597 0.1 -0.1 0.2 -0.93
N 0.537238 3.581014 1.855566 -0.8 0.0 -0.1 -0.86
H 0.600869 3.897790 2.811208 -0.2 0.0 0.2 0.41
C 1.564510 4.128048 0.975383 0.1 0.2 -0.3 -0.27
C 1.598083 3.312617 -0.271595 0.6 -0.2 -0.3 -0.23
C 0.922552 3.540163 -1.431792 0.3 0.2 0.2 -0.25
C 1.095823 2.505895 -2.377892 0.0 -0.2 -0.1 -0.26
C 1.894748 1.508982 -1.918057 0.1 -0.1 0.3 -0.41
S 2.455249 1.809498 -0.325292 -0.3 0.5 -0.3 0.47
H 2.198465 0.612707 -2.421306 0.0 -0.2 -0.2 0.24
H 0.647627 2.510163 -3.355225 -0.1 0.0 -0.2 0.23
H 0.318876 4.414747 -1.594694 -0.1 0.2 0.0 0.24
H 1.336449 5.170466 0.718544 0.2 -0.1 0.1 0.22
H 2.521945 4.076633 1.497789 -0.1 0.1 0.0 0.22
H 0.064422 1.154544 1.510004 0.1 -0.1 0.0 0.26



[3]
55
Properties=species:S:1:pos:R:3:forces:R:3:nbo_charge:R:1 method="wB97M-V/def2-TZVPD" multiplicity=5 s2=6.02 lumo_ev="-7.173 / -9.068" e_tot_ha=-2034.3787 total_charge=+2 relative_energy_ev=0.9775 homo_lumo_gap_ev="7.01 / 5.34"
Ru -0.552838 1.984163 -0.661974 0.3 1.7 1.5 0.98
I 1.381330 1.504486 -2.557762 0.4 -0.4 -0.2 0.32
C 1.972657 -0.564822 -2.671178 -0.1 0.3 -0.1 -0.12
C 2.631176 -0.789267 -3.850713 -0.1 0.3 0.1 -0.21
C 3.222851 -2.031079 -4.106764 0.1 -0.3 0.1 -0.20
C 3.180870 -2.989033 -3.138107 0.0 0.1 -0.1 -0.11
C 2.505579 -2.770876 -1.915287 -0.1 0.2 0.0 -0.08
C 2.524647 -3.804800 -0.954711 -0.1 0.0 0.1 -0.10
C 1.874803 -3.679716 0.238199 0.1 -0.1 -0.1 -0.21
C 1.128669 -2.523730 0.471117 0.0 0.3 -0.1 -0.13
C 1.082480 -1.470077 -0.427292 -0.2 0.1 0.2 -0.41
P -0.137353 -0.238915 0.146915 0.4 -0.8 0.4 1.01
C -1.602990 -1.225439 0.538694 -0.1 0.2 -0.2 -0.42
C -2.148197 -1.332109 1.815694 0.1 0.0 -0.1 -0.15
C -3.301523 -2.078721 2.003335 -0.1 0.0 0.0 -0.19
C -3.919146 -2.697279 0.925813 0.0 0.0 0.1 -0.16
C -3.369707 -2.600381 -0.346987 0.0 0.0 -0.1 -0.19
C -2.214010 -1.868534 -0.542980 0.1 0.1 0.1 -0.20
C 0.484431 0.470987 1.699658 -0.4 0.1 -0.1 -0.43
C -0.409415 1.301048 2.402256 0.0 -0.1 -0.1 -0.25
C -0.015333 1.892314 3.591934 0.0 0.1 0.0 -0.19
C 1.266438 1.669147 4.080666 -0.1 0.0 0.0 -0.16
C 2.160306 0.874686 3.372234 0.1 0.0 0.0 -0.20
C 1.779396 0.278653 2.178681 0.0 0.1 -0.1 -0.14
C 1.817630 -1.535957 -1.650476 0.1 -0.2 0.1 0.00
H 2.721728 -0.000032 -4.585829 0.0 0.0 0.0 0.24
H 3.721539 -2.203665 -5.049630 0.0 0.0 0.0 0.25
H 3.672689 -3.941679 -3.285793 0.0 0.0 0.0 0.24
H 3.067476 -4.708902 -1.199162 0.0 0.0 0.0 0.24
H 1.902250 -4.466491 0.978693 0.0 0.0 0.0 0.25
H 0.548142 -2.454708 1.382760 0.0 -0.1 0.0 0.23
H -1.676659 -0.853500 2.662277 0.0 0.0 0.0 0.22
H -3.715754 -2.178182 2.997493 0.0 0.0 0.0 0.24
H -4.828961 -3.262021 1.077918 0.0 0.0 0.0 0.24
H -3.848035 -3.094996 -1.181700 0.0 0.0 0.0 0.24
H -1.768330 -1.795088 -1.530779 -0.1 -0.1 0.0 0.21
H -1.418499 1.459904 2.029988 0.0 0.0 0.1 0.24
H -0.708368 2.513588 4.143857 0.0 0.0 0.0 0.25
H 1.566801 2.114123 5.019897 0.0 0.0 0.0 0.25
H 3.159696 0.715422 3.754847 0.0 0.0 0.0 0.25
H 2.484200 -0.329413 1.628368 0.0 -0.1 0.0 0.23
N 0.908194 3.538950 0.544220 -0.3 -0.5 -0.4 -0.64
N 0.123887 4.615306 0.974497 -0.6 -0.1 -0.1 -0.51
C -1.229879 4.684266 0.551482 1.0 0.9 0.7 0.87
O -1.897816 5.625420 0.855284 -0.1 -0.3 -0.3 -0.53
O -1.612595 3.634756 -0.137529 -0.1 -1.5 -0.9 -0.75
H 1.181933 2.984329 1.350985 0.2 0.0 0.1 0.40
H 1.745481 3.853022 0.063800 0.0 0.0 -0.1 0.40
H 0.569233 5.514404 1.076380 0.1 0.0 0.1 0.42
C -2.592460 2.246985 -2.879042 -0.3 0.2 -0.4 -0.76
C -2.412736 1.658773 -1.535902 -0.6 0.1 -0.3 0.61
O -3.077587 1.142382 -0.732988 0.0 -0.1 0.1 -0.31
H -3.628002 2.102473 -3.193007 0.0 0.0 0.1 0.30
H -1.916358 1.791431 -3.601843 0.1 0.0 0.1 0.28
H -2.383962 3.318394 -2.820506 0.0 0.0 0.1 0.30



[4]
16
Properties=species:S:1:pos:R:3:forces:R:3:nbo_charge:R:1 method="wB97M-V/def2-TZVPD" multiplicity=1 lumo_ev=0.483 e_tot_ha=-383.2439 total_charge=-1 relative_energy_ev=9.8682 homo_lumo_gap_ev=4.41
C 0.722248 0.327546 -1.441865 -0.7 0.5 -0.2 -0.30
O 2.771999 -0.166356 0.273705 0.2 -0.5 -0.2 -1.18
C -0.203090 -0.218255 -0.680152 1.9 -0.4 0.5 -0.06
C 0.053576 -0.739158 0.660351 -0.6 0.6 0.9 -0.51
C -0.844590 0.018865 1.693121 -0.6 -0.3 0.3 -0.03
O -1.184962 -0.634959 2.765453 -0.2 -0.5 0.5 -0.70
H 0.489551 0.561173 -2.466253 0.2 -0.2 -0.4 0.22
H 1.666841 0.632183 -0.948595 0.2 0.0 0.2 0.30
H 1.174187 -0.449317 0.705538 0.5 0.0 -0.2 0.40
H -1.331992 -0.020595 -1.098003 -1.4 0.7 -1.4 0.36
H -1.701696 0.489299 1.174990 0.0 0.3 -0.2 0.12
H 0.036019 -1.775606 0.983067 0.0 -0.1 -0.3 0.28
H -0.160246 0.850743 2.002292 0.5 0.1 -0.4 0.20
H -3.002085 0.391623 -2.004444 0.1 -0.1 0.2 0.44
H 3.565042 0.304667 0.553647 -0.4 0.3 0.2 0.43
O -2.050803 0.428148 -2.172854 0.2 -0.4 0.7 -0.98



[5]
51
Properties=species:S:1:pos:R:3:forces:R:3:nbo_charge:R:1 method="wB97M-V/def2-TZVPD" multiplicity=2 s2=0.75 lumo_ev="-6.358 / -6.338" e_tot_ha=-3309.3658 total_charge=+2 relative_energy_ev=0.0513 homo_lumo_gap_ev="7.35 / 7.37"
Ce 0.450110 -1.157514 -0.661315 -0.1 -0.1 1.1 1.20
C -1.090471 -2.369219 2.867285 0.0 -0.2 0.2 -0.53
C 0.079850 -3.329484 2.708417 0.0 0.0 0.2 -0.53
S 1.514925 -2.748364 1.768207 -0.1 -0.2 -0.2 0.28
C 2.398923 -1.667211 2.905016 0.0 0.1 0.2 -0.53
C 1.729612 -0.359799 3.317744 0.2 -0.2 0.1 -0.53
S 1.257292 0.643711 1.894547 0.2 -0.2 -0.3 0.27
C -0.217586 1.467890 2.500415 -0.1 0.2 0.0 -0.52
C -0.941626 2.164779 1.356194 -0.1 0.1 0.2 -0.54
S -1.485525 1.155455 -0.033838 0.2 -0.2 -0.3 0.31
C -3.010784 0.385939 0.535061 -0.3 0.0 0.1 -0.54
C -2.916223 -0.622787 1.673507 -0.2 0.1 0.0 -0.53
S -1.837155 -2.013765 1.271700 0.1 -0.1 -0.4 0.31
H -0.789809 -1.439270 3.332412 0.0 0.1 0.1 0.21
H -1.839532 -2.839523 3.503378 0.0 0.0 0.0 0.26
H -0.230577 -4.241675 2.204275 -0.1 -0.1 -0.1 0.27
H 0.447103 -3.640070 3.686600 0.0 0.0 0.1 0.26
H 3.352978 -1.481475 2.416858 0.1 0.1 -0.1 0.25
H 2.632613 -2.257603 3.790281 0.0 0.0 0.1 0.26
H 2.424551 0.211498 3.931435 0.1 0.0 0.0 0.26
H 0.850533 -0.546895 3.925895 -0.1 0.0 0.0 0.23
H 0.079518 2.212166 3.237338 0.0 0.1 0.0 0.26
H -0.847108 0.739682 2.997263 -0.1 -0.1 0.1 0.21
H -0.304004 2.927314 0.909230 0.1 0.0 0.0 0.26
H -1.823672 2.684894 1.733812 0.0 0.0 0.0 0.26
H -3.431419 -0.074279 -0.360124 0.0 0.0 0.0 0.26
H -3.694098 1.190015 0.813894 0.0 0.0 0.0 0.26
H -3.912588 -1.015840 1.874922 0.0 0.0 0.0 0.26
H -2.565513 -0.161750 2.592281 0.0 0.1 0.0 0.22
C -0.106096 1.526567 -4.492964 -0.2 0.2 0.0 -0.69
C 0.246006 0.871053 -3.199550 -0.1 -0.6 -0.1 0.30
N -0.241904 -0.267611 -2.800652 0.0 0.5 -1.0 -0.38
N -1.182321 -0.835290 -3.627068 0.2 0.2 0.3 -0.41
C -1.527045 -2.059026 -3.315076 -0.5 -0.3 -0.3 0.35
N -2.469121 -2.620193 -4.100252 0.3 0.1 0.2 -0.75
S -0.948296 -3.080608 -1.996066 0.1 0.3 -0.2 -0.28
C 1.304718 1.486520 -2.366552 0.1 0.0 0.1 0.17
C 1.644218 2.819847 -2.531409 0.3 0.0 0.0 -0.21
C 2.723657 3.334290 -1.823124 0.0 0.0 0.1 -0.10
C 3.438198 2.505212 -0.965665 -0.1 0.2 -0.3 -0.23
C 3.026248 1.198164 -0.841455 -0.2 -0.1 -0.1 0.09
N 1.972489 0.692219 -1.497172 0.0 0.2 -0.2 -0.56
H -0.649670 0.841760 -5.137107 0.1 0.0 0.1 0.28
H 0.800555 1.875657 -4.995065 -0.1 0.0 0.1 0.25
H -0.746123 2.401071 -4.319898 0.1 -0.1 0.0 0.25
H -2.805369 -2.104511 -4.900774 0.0 -0.1 0.1 0.42
H -2.738556 -3.583223 -3.978616 0.1 0.1 0.0 0.42
H 1.096298 3.434850 -3.230636 0.0 0.0 0.0 0.25
H 3.012657 4.368944 -1.952027 0.0 0.0 0.0 0.25
H 4.301122 2.855827 -0.421953 0.0 0.0 0.0 0.25
H 3.568018 0.521660 -0.199612 0.0 -0.1 0.1 0.21



[6]
12
Properties=species:S:1:pos:R:3:forces:R:3:nbo_charge:R:1 method="wB97M-V/def2-TZVPD" multiplicity=1 lumo_ev=0.781 smiles="[H]/N=C/N=C=NCO" e_tot_ha=-356.7571 total_charge=0 relative_energy_ev=2.7298 homo_lumo_gap_ev=10.20
O 0.452945 2.389943 0.967730 0.3 0.2 0.1 -0.70
C 0.325562 2.071214 -0.379623 -0.1 0.4 -0.3 0.10
C 0.004091 -0.130401 -0.313393 0.0 0.1 -0.1 0.81
N 0.803742 0.709130 -0.657995 -0.6 -0.3 0.2 -0.54
N 0.539124 -2.628435 -0.366134 -0.3 -0.3 0.1 -0.68
C -0.609663 -2.246874 0.022580 0.2 -0.4 -0.1 0.27
N -0.897964 -0.894043 0.023868 0.3 0.1 -0.1 -0.60
H 1.385315 2.296630 1.204572 -0.1 0.1 0.0 0.47
H 0.875813 2.729009 -1.051732 0.0 0.1 0.2 0.17
H -0.743337 2.114147 -0.605321 0.1 0.3 0.0 0.17
H 0.623846 -3.636708 -0.337619 0.0 -0.2 0.1 0.35
H -1.442732 -2.864971 0.354926 0.1 -0.1 0.0 0.17



- Among the records above, which one has the highest multiplicity?
  C25H22IN2O3PRu